# 1
DFT (the ωB97M-V functional and the def2-TZVPD basis) results for a 2-piece molecular cluster, C4H9NO2 overall.

```
! RIJCOSX wB97M-V def2-TZVPD def2/J DEFGRID3
* xyz 0 1
C -0.069 -2.760 -1.051
C -0.045 -1.309 -0.663
N -0.153 -0.304 -1.436
C 1.064 1.402 1.745
O 0.386 0.436 2.000
O 0.681 2.467 1.054
C -0.654 2.413 0.522
H -0.208 -2.889 -2.130
H 0.866 -3.248 -0.753
H -0.880 -3.275 -0.524
H 0.075 -1.092 0.402
H 2.107 1.529 2.070
H -0.262 -0.611 -2.408
H -0.837 3.405 0.107
H -0.703 1.644 -0.255
H -1.368 2.192 1.319
*
```

Properties
* M: 103.12 g/mol
* E_tot: -9878.350 eV
* frontier orbital gap: 0.4058 Ha
* ΔE to the lowest compared entry with this formula, charge and spin: 39.5 kcal/mol
* LUMO: 0.039 Ha
* HOMO energy: -9.99 eV

Results of the Mulliken charge analysis, in e, for atoms 1 through 8:
1. C -1.04
2. C 0.24
3. N -0.56
4. C 0.19
5. O -0.53
6. O -0.28
7. C -0.44
8. H 0.31

***

# 2
DFT (the ωB97M-V functional and the def2-TZVPD basis) results for one molecule with the formula C4H9NO2.

```
! RIJCOSX wB97M-V def2-TZVPD def2/J DEFGRID3
* xyz 0 1
C -2.212 0.731 1.002
C -1.683 -0.512 0.280
N -0.588 -0.253 -0.637
C 0.698 -0.321 -0.201
O 1.047 -0.720 0.893
O 1.553 0.102 -1.160
C 2.929 -0.008 -0.802
H -1.399 1.441 1.178
H -3.001 1.243 0.439
H -2.626 0.456 1.976
H -1.297 -1.227 1.010
H -2.488 -1.009 -0.271
H -0.753 0.175 -1.535
H 3.486 0.422 -1.635
H 3.133 0.538 0.123
H 3.203 -1.058 -0.658
*
```

Properties
* M: 103.12 g/mol
* E_tot: -9879.577 eV
* frontier orbital gap: 0.3916 Ha
* ΔE to the lowest compared entry with this formula, charge and spin: 11.2 kcal/mol
* LUMO: 0.034 Ha
* HOMO energy: -9.72 eV

Results of the Mulliken charge analysis, in e, for atoms 1 through 8:
1. C -0.98
2. C -0.42
3. N -0.21
4. C 0.67
5. O -0.62
6. O -0.38
7. C -0.59
8. H 0.31

***

# 3
DFT (the ωB97M-V functional and the def2-TZVPD basis) results for a 2-piece molecular cluster, C4H9NO2 overall.

```
! RIJCOSX wB97M-V def2-TZVPD def2/J DEFGRID3
* xyz 0 1
C -0.417 1.674 1.644
C -1.673 -1.707 -0.895
N -0.996 -1.141 -1.807
C 0.397 0.574 1.011
O 0.303 -0.599 1.301
O 1.229 1.044 0.078
C 1.971 0.047 -0.635
H 0.032 2.654 1.477
H -1.418 1.664 1.202
H -0.518 1.474 2.713
H -1.290 -1.681 0.127
H -2.627 -2.223 -1.062
H -1.459 -1.236 -2.714
H 2.647 0.602 -1.287
H 2.537 -0.576 0.064
H 1.282 -0.571 -1.216
*
```

Properties
* M: 103.12 g/mol
* E_tot: -9878.393 eV
* frontier orbital gap: 0.4113 Ha
* ΔE to the lowest compared entry with this formula, charge and spin: 38.4 kcal/mol
* LUMO: 0.039 Ha
* HOMO energy: -10.14 eV

Results of the Mulliken charge analysis, in e, for atoms 1 through 8:
1. C -0.96
2. C -0.31
3. N -0.41
4. C 0.81
5. O -0.60
6. O -0.32
7. C -0.52
8. H 0.31

***

# 4
DFT (the ωB97M-V functional and the def2-TZVPD basis) results for C4H9NO2 as an isolated structure.

```
! RIJCOSX wB97M-V def2-TZVPD def2/J DEFGRID3
* xyz 0 1
C 1.255 -1.189 0.488
C 0.655 -1.693 -0.824
N -0.488 -0.769 -1.047
C -0.318 0.458 -0.471
O 0.691 1.171 -0.564
O -1.395 0.890 0.168
C -1.246 2.179 0.768
H 2.247 -1.565 0.703
H 1.449 0.125 0.106
H 0.602 -1.599 1.312
H 1.378 -1.592 -1.636
H 0.250 -2.719 -0.887
H -1.406 -1.162 -0.879
H -2.215 2.382 1.219
H -0.460 2.152 1.528
H -0.998 2.931 0.017
*
```

Properties
* M: 103.12 g/mol
* E_tot: -9877.305 eV
* frontier orbital gap: 0.3716 Ha
* ΔE to the lowest compared entry with this formula, charge and spin: 63.6 kcal/mol
* LUMO: 0.033 Ha
* HOMO energy: -9.20 eV

Results of the Mulliken charge analysis, in e, for atoms 1 through 8:
1. C -1.06
2. C -0.38
3. N -0.23
4. C 0.60
5. O -0.60
6. O -0.36
7. C -0.61
8. H 0.41

***

# 5
DFT (the ωB97M-V functional and the def2-TZVPD basis) results for one molecule with the formula C4H9NO2.

```
! RIJCOSX wB97M-V def2-TZVPD def2/J DEFGRID3
* xyz 0 1
C -0.040 0.827 1.039
C 0.028 -0.517 1.827
O -1.232 -1.178 1.831
C 0.392 0.686 -0.399
N -0.147 -0.375 -1.075
C 0.240 -0.581 -2.461
O 1.163 1.490 -0.891
H -1.099 1.123 1.114
H 0.370 1.691 1.554
H 0.391 -0.324 2.862
H 0.867 -1.156 1.573
H -1.860 -0.472 2.023
H -0.796 -1.022 -0.672
H 0.752 -1.560 -2.534
H -0.645 -0.567 -3.087
H 1.043 0.041 -2.834
*
```

Properties
* M: 103.12 g/mol
* E_tot: -9878.655 eV
* frontier orbital gap: 0.3809 Ha
* ΔE to the lowest compared entry with this formula, charge and spin: 32.4 kcal/mol
* LUMO: 0.028 Ha
* HOMO energy: -9.61 eV

Results of the Mulliken charge analysis, in e, for atoms 1 through 8:
1. C -0.55
2. C -0.58
3. O -0.50
4. C 0.59
5. N -0.18
6. C -0.93
7. O -0.64
8. H 0.28

***

# 6
DFT (the ωB97M-V functional and the def2-TZVPD basis) results for one molecule with the formula C4H9NO2.

```
! RIJCOSX wB97M-V def2-TZVPD def2/J DEFGRID3
* xyz 0 1
N -1.527 -1.565 0.174
C -1.072 -0.620 -0.697
O -0.836 -0.882 -1.870
C -0.894 0.777 -0.119
C 0.356 0.899 0.764
C 1.655 0.508 0.059
O 1.659 -0.832 -0.385
H -1.445 -2.522 -0.136
H -1.447 -1.408 1.168
H -0.828 1.456 -0.976
H -1.790 1.047 0.458
H 0.433 1.937 1.108
H 0.243 0.277 1.662
H 1.862 1.202 -0.770
H 2.485 0.605 0.766
H 1.148 -0.879 -1.207
*
```

Properties
* M: 103.12 g/mol
* E_tot: -9879.531 eV
* frontier orbital gap: 0.3974 Ha
* ΔE to the lowest compared entry with this formula, charge and spin: 12.2 kcal/mol
* LUMO: 0.032 Ha
* HOMO energy: -9.95 eV

Results of the Mulliken charge analysis, in e, for atoms 1 through 8:
1. N -0.43
2. C 0.48
3. O -0.65
4. C -0.61
5. C -0.37
6. C -0.49
7. O -0.54
8. H 0.25

***

# 7
DFT (the ωB97M-V functional and the def2-TZVPD basis) results for one molecule with the formula C4H9NO2.

```
! RIJCOSX wB97M-V def2-TZVPD def2/J DEFGRID3
* xyz 0 1
N -2.312 -0.537 0.984
C -1.170 0.150 0.601
O -1.033 1.323 1.329
C -0.684 -0.034 -0.765
C 0.475 -0.457 0.103
C 1.822 0.191 -0.292
O 2.199 -0.260 -1.607
H -2.587 -0.648 1.946
H -2.903 -0.994 0.312
H -1.190 -0.803 -1.340
H -0.513 0.884 -1.315
H -0.096 1.295 1.530
H 0.602 -1.523 0.277
H 1.752 1.290 -0.313
H 2.625 -0.079 0.411
H 3.013 0.204 -1.862
*
```

Properties
* M: 103.12 g/mol
* E_tot: -9876.494 eV
* frontier orbital gap: 0.3249 Ha
* ΔE to the lowest compared entry with this formula, charge and spin: 82.2 kcal/mol
* LUMO: 0.033 Ha
* HOMO energy: -7.94 eV

Results of the Mulliken charge analysis, in e, for atoms 1 through 8:
1. N -0.43
2. C 0.63
3. O -0.50
4. C -0.50
5. C -0.52
6. C -0.57
7. O -0.52
8. H 0.20

***

# 8
DFT (the ωB97M-V functional and the def2-TZVPD basis) results for one molecule with the formula C4H9NO2.

```
! RIJCOSX wB97M-V def2-TZVPD def2/J DEFGRID3
* xyz 0 1
O -0.352 1.175 2.423
C -1.226 0.681 1.612
C -0.602 -0.054 0.448
C 0.548 0.698 -0.099
C 1.286 -0.009 -1.232
O 0.289 -0.021 -2.471
N -0.345 -1.456 1.033
H -2.126 0.345 2.155
H -1.363 -0.150 -0.221
H 0.238 1.562 -0.605
H 1.272 0.796 0.775
H 2.130 0.577 -1.646
H 1.558 -0.980 -1.009
H -0.009 0.818 -2.686
H -0.082 -2.120 0.288
H -1.215 -1.861 1.235
*
```

Properties
* M: 103.12 g/mol
* E_tot: -9876.294 eV
* frontier orbital gap: 0.3701 Ha
* ΔE to the lowest compared entry with this formula, charge and spin: 86.9 kcal/mol
* LUMO: 0.006 Ha
* HOMO energy: -9.91 eV

Results of the Mulliken charge analysis, in e, for atoms 1 through 8:
1. O -0.48
2. C -0.18
3. C 0.38
4. C -0.59
5. C -0.61
6. O -0.55
7. N -0.76
8. H 0.36

***

# 9
DFT (the ωB97M-V functional and the def2-TZVPD basis) results for one molecule with the formula C4H9NO2.

```
! RIJCOSX wB97M-V def2-TZVPD def2/J DEFGRID3
* xyz 0 1
C -1.088 -0.646 -0.329
N -0.266 0.522 -0.371
C -1.038 1.760 -0.494
C 1.082 0.244 -0.588
C 1.874 -0.003 0.804
O 1.333 -1.287 0.882
O -2.252 -0.656 -0.060
H -0.578 -1.625 -0.481
H -0.969 2.358 0.350
H -0.698 2.469 -1.351
H -2.226 1.442 -0.586
H 1.648 0.926 -1.329
H 1.170 -0.794 -1.043
H 2.976 -0.053 0.690
H 1.478 0.693 1.597
H 1.438 -1.649 1.816
*
```

Properties
* M: 103.12 g/mol
* E_tot: -9877.157 eV
* frontier orbital gap: 0.3610 Ha
* ΔE to the lowest compared entry with this formula, charge and spin: 67.0 kcal/mol
* LUMO: 0.028 Ha
* HOMO energy: -9.05 eV

Results of the Mulliken charge analysis, in e, for atoms 1 through 8:
1. C 0.05
2. N 0.20
3. C -0.87
4. C -0.85
5. C -0.35
6. O -0.46
7. O -0.53
8. H 0.35

***

# 10
DFT (the ωB97M-V functional and the def2-TZVPD basis) results for a 2-piece molecular cluster, C4H9NO2 overall.

```
! RIJCOSX wB97M-V def2-TZVPD def2/J DEFGRID3
* xyz 0 1
C 3.960 0.057 0.012
C -0.568 -1.311 -0.446
C -0.377 0.558 1.176
C -0.360 0.192 -0.302
N -1.711 0.785 -0.830
O 4.087 -1.074 0.127
O 3.862 1.189 -0.110
H -0.651 -1.589 -1.500
H 0.300 -1.828 -0.044
H -1.461 -1.696 0.082
H -1.271 0.197 1.719
H -0.318 1.641 1.311
H 0.496 0.125 1.658
H -1.809 0.506 -1.805
H -1.647 1.800 -0.758
H -2.532 0.449 -0.291
*
```

Properties
* M: 103.12 g/mol
* E_tot: -9877.116 eV
* frontier orbital gap: 0.2633 Ha
* ΔE to the lowest compared entry with this formula, charge and spin: 67.9 kcal/mol
* LUMO: 0.023 Ha
* HOMO energy: -6.53 eV

Results of the Mulliken charge analysis, in e, for atoms 1 through 8:
1. C 0.71
2. C -1.23
3. C -1.20
4. C -0.18
5. N -0.41
6. O -0.37
7. O -0.34
8. H 0.37

***

What did the ninth record say?
DFT (the ωB97M-V functional and the def2-TZVPD basis) results for one molecule with the formula C4H9NO2.

```
! RIJCOSX wB97M-V def2-TZVPD def2/J DEFGRID3
* xyz 0 1
C -1.088 -0.646 -0.329
N -0.266 0.522 -0.371
C -1.038 1.760 -0.494
C 1.082 0.244 -0.588
C 1.874 -0.003 0.804
O 1.333 -1.287 0.882
O -2.252 -0.656 -0.060
H -0.578 -1.625 -0.481
H -0.969 2.358 0.350
H -0.698 2.469 -1.351
H -2.226 1.442 -0.586
H 1.648 0.926 -1.329
H 1.170 -0.794 -1.043
H 2.976 -0.053 0.690
H 1.478 0.693 1.597
H 1.438 -1.649 1.816
*
```

Properties
* M: 103.12 g/mol
* E_tot: -9877.157 eV
* frontier orbital gap: 0.3610 Ha
* ΔE to the lowest compared entry with this formula, charge and spin: 67.0 kcal/mol
* LUMO: 0.028 Ha
* HOMO energy: -9.05 eV

Results of the Mulliken charge analysis, in e, for atoms 1 through 8:
1. C 0.05
2. N 0.20
3. C -0.87
4. C -0.85
5. C -0.35
6. O -0.46
7. O -0.53
8. H 0.35

***

Question: Which formula does entry 4 have?
Answer: C4H9NO2

***

Question: Among the records above, which one has the highest HOMO energy?
Answer: number 10